# 1
Entry from the OMol25 dataset: one molecule with the formula C3H3BrO2 (wB97M-V/def2-TZVPD).

XYZ file:
```
9
C3H3BrO2 (wB97M-V/def2-TZVPD)
C 0.0437 1.7901 -0.0448
C 0.1686 0.4997 0.1624
Br 2.0250 -0.2543 0.1805
O -0.4921 -0.5066 0.6507
C -0.5446 -1.7346 -0.0304
O -0.0277 -1.7718 -1.0373
H 0.6324 2.4050 -0.6151
H -0.8921 2.1212 0.1057
H -0.9132 -2.5486 0.6284
```

Computed properties:
* relative energy (zero: lowest compared OMol25 entry of this formula, charge and spin): 37.96 kcal per mole
* SMILES string: C=C(Br)OC=O
* net charge: 0
* orbital gap: 0.376 Ha
* highest occupied orbital energy: -0.350 Eh

# 2
Entry from the OMol25 dataset: C34H51N4OP2Ti as an isolated structure (wB97M-V/def2-TZVPD).

XYZ file:
```
93
C34H51N4OP2Ti (wB97M-V/def2-TZVPD)
C 2.0910 1.5700 -0.3391
C 0.9324 0.5636 -2.1285
C 3.1706 1.8837 -1.1590
C 1.9610 0.9994 -3.0192
C 3.0957 1.6126 -2.5264
H 4.0449 2.3513 -0.7230
H 1.8705 0.6931 -4.0682
H 3.9280 1.8303 -3.1871
N 0.9217 1.1215 -0.8426
P 0.7405 1.7635 2.1859
P -0.9943 -1.7537 -2.0507
C 2.2706 1.6991 1.1746
H 2.8829 0.8588 1.5384
H 2.8672 2.6014 1.3460
C -1.9064 -0.6165 1.6163
O -2.5821 -1.4659 2.0500
C 0.1365 -0.5209 -2.6199
H 0.1366 -0.5097 -3.7273
C -0.7125 -3.3551 -3.0821
C -2.8843 -1.0567 -2.3102
C 0.9986 0.6854 3.7055
C 0.6299 3.6037 2.5615
C -0.6656 -4.4895 -2.0367
H -1.5957 -4.5098 -1.4555
H -0.5539 -5.4618 -2.5390
H 0.1636 -4.3800 -1.3322
C -1.8209 -3.7303 -4.0897
H -2.8030 -3.8779 -3.6327
H -1.9119 -3.0096 -4.9083
H -1.5477 -4.6987 -4.5428
C 0.5705 -3.2606 -3.9209
H 0.8190 -4.2615 -4.3074
H 0.4098 -2.6078 -4.7889
H 1.4395 -2.8841 -3.3704
C -3.8805 -2.1455 -1.9062
H -3.8815 -2.2896 -0.8212
H -4.8917 -1.8171 -2.1897
H -3.6991 -3.1161 -2.3714
C -3.1671 0.1680 -1.4400
H -3.1522 -0.0544 -0.3631
H -2.4877 1.0042 -1.6499
H -4.1758 0.5382 -1.6848
C -3.0570 -0.6151 -3.7677
H -3.0404 -1.4367 -4.4905
H -4.0319 -0.1137 -3.8707
H -2.2954 0.1204 -4.0563
C -0.4821 3.8762 3.5898
H -0.6103 4.9683 3.6664
H -1.4493 3.4530 3.2881
H -0.2229 3.5049 4.5934
C 0.3121 4.2948 1.2243
H 1.0968 4.1233 0.4733
H -0.6415 3.9614 0.8021
H 0.2324 5.3773 1.4016
C 1.9520 4.1889 3.0952
H 1.7455 5.2182 3.4258
H 2.3422 3.6404 3.9568
H 2.7282 4.2380 2.3223
C 1.6603 -0.6375 3.2716
H 2.7311 -0.4914 3.0622
H 1.5733 -1.3506 4.1076
H 1.1945 -1.1040 2.3888
C -0.3686 0.4093 4.3645
H -1.0478 -0.1601 3.7160
H -0.1887 -0.1902 5.2727
H -0.8751 1.3397 4.6631
C 1.9086 1.3701 4.7333
H 2.8946 1.6012 4.3091
H 1.4617 2.2795 5.1573
H 2.0675 0.6655 5.5651
Ti -0.6351 0.5971 0.6246
N 0.0760 -1.1827 0.2803
C 0.4146 -1.8117 -0.7821
C 1.7517 -2.5581 -0.7577
C 1.9722 -3.6274 0.1282
C 2.8469 -2.0781 -1.4876
C 3.1960 -4.3156 0.1351
H 1.1447 -3.9239 0.7775
C 4.0954 -2.7029 -1.4261
H 2.6889 -1.1939 -2.1081
C 4.2633 -3.8461 -0.6430
H 3.2989 -5.2317 0.7381
H 4.9219 -2.3139 -2.0242
H 5.2085 -4.3933 -0.6493
N -2.6481 3.0293 0.0565
C -3.6987 3.6880 0.5888
C -3.9539 3.1053 1.8179
C -3.0211 2.0836 1.9850
N -2.2285 2.0108 0.8732
H -2.2376 3.1812 -0.8654
H -4.1953 4.5011 0.0772
H -4.7162 3.3743 2.5288
H -2.9016 1.4026 2.8230
```

Computed properties:
* relative energy (zero: lowest compared OMol25 entry of this formula, charge and spin): 97.08 kcal per mole
* net charge: +3
* orbital gap (spin up / spin down): 0.175 / 0.176 Ha
* highest occupied orbital energy (spin up / spin down): -0.575 / -0.576 Eh

# 3
Entry from the OMol25 dataset: a 2-piece molecular cluster, C22H18Cl2N4O2S overall (wB97M-V/def2-TZVPD).

XYZ file:
```
49
C22H18Cl2N4O2S (wB97M-V/def2-TZVPD)
C 3.5821 1.7364 -1.2673
C 2.3971 0.8615 -0.8613
C 1.5414 0.5455 -2.0941
C 2.8750 -0.4266 -0.1969
C 1.5140 1.5619 0.1848
C 1.1385 2.9659 -0.2446
C 0.0643 3.5613 0.6301
N -0.9848 2.5609 0.8712
C -0.7149 1.2146 0.8175
N 0.3815 0.6571 0.4569
S -2.1526 0.2879 1.2815
C -3.0770 1.7664 1.4481
C -4.4287 1.9213 1.7419
C -4.9778 3.2103 1.7625
C -4.1844 4.3362 1.4927
C -2.8189 4.1941 1.2163
C -2.2959 2.9044 1.2111
H 4.1863 2.0166 -0.3947
H 4.2252 1.1904 -1.9673
H 3.2562 2.6554 -1.7699
H 0.6458 -0.0013 -1.7808
H 1.2275 1.4619 -2.6040
H 2.1060 -0.0736 -2.7983
H 2.0111 -0.9779 0.1883
H 3.4093 -1.0646 -0.9073
H 3.5338 -0.2003 0.6499
H 2.0915 1.6487 1.1325
H 2.0411 3.5911 -0.1817
H 0.8116 2.9644 -1.2974
H 0.4981 3.8669 1.5966
H -0.3882 4.4250 0.1353
H -5.0131 1.0267 1.9397
H -6.0352 3.3396 1.9854
H -4.6213 5.3297 1.4928
H -2.1716 5.0493 0.9979
N -1.1801 -4.4271 3.0068
C -0.8384 -4.5597 1.8948
C -0.4557 -4.7681 0.5407
C 0.6779 -4.2142 0.0084
C 1.6551 -3.6381 0.8619
N 2.4964 -3.2918 1.5974
C 1.2026 -4.7026 -1.2837
O 2.3793 -4.5070 -1.5804
C 0.2777 -5.5370 -2.1065
Cl 0.8693 -6.0491 -3.6140
C -0.9223 -5.9645 -1.6205
Cl -2.0163 -6.8641 -2.5571
C -1.3743 -5.6109 -0.2426
O -2.4443 -5.9728 0.2272
```

Computed properties:
* SMILES string: CC(C)(C)[C@H]1CCN2C(=N1)Sc1ccccc12.N#CC1=C(C#N)C(=O)C(Cl)=C(Cl)C1=O
* net charge: 0
* orbital gap: 0.168 Ha
* highest occupied orbital energy: -0.285 Eh

# 4
Entry from the OMol25 dataset: a 2-piece molecular cluster, C2H3IN4 overall (wB97M-V/def2-TZVPD).

XYZ file:
```
10
C2H3IN4 (wB97M-V/def2-TZVPD)
C 0.5658 1.9303 1.3266
C -0.6289 -1.3499 0.0108
N 0.9510 1.2895 2.1537
N 1.2381 0.6966 -2.1604
N 0.8471 -0.1561 -1.5269
N 0.5973 -1.0027 -0.7201
I -2.4290 -0.4844 -0.7870
H 0.1823 2.5658 0.5178
H -0.6091 -1.0908 1.0958
H -0.7145 -2.3983 0.0898
```

Computed properties:
* relative energy (zero: lowest compared OMol25 entry of this formula, charge and spin): 28.81 kcal per mole
* net charge: 0
* orbital gap: 0.358 Ha
* highest occupied orbital energy: -0.361 Eh

# 5
Entry from the OMol25 dataset: an isolated ion of composition C5H6N and charge +1 (wB97M-V/def2-TZVPD).

XYZ file:
```
12
C5H6N (wB97M-V/def2-TZVPD)
C -2.2693 0.0996 0.1027
C -1.2827 -0.7697 -0.1636
C 0.1176 -0.4091 -0.2398
C 1.3854 -1.0105 -0.0223
C 2.2469 0.2086 -0.1602
N 0.8742 0.6987 0.1791
H -3.2451 -0.1989 -0.1022
H -2.2249 1.1212 0.5882
H -1.5588 -1.7684 -0.5477
H 2.9661 0.2940 0.6164
H 2.4299 0.4887 -1.2343
H 0.5607 1.2459 0.9836
```

Computed properties:
* relative energy (zero: lowest compared OMol25 entry of this formula, charge and spin): 129.70 kcal per mole
* SMILES string: C=CC1=C2C[N@@H+]12
* net charge: +1
* orbital gap (spin up / spin down): 0.309 / 0.309 Ha
* highest occupied orbital energy (spin up / spin down): -0.536 / -0.536 Eh

# 6
Entry from the OMol25 dataset: one molecule with the formula C5H7N (wB97M-V/def2-TZVPD).

XYZ file:
```
13
C5H7N (wB97M-V/def2-TZVPD)
C -1.0939 -0.6582 0.2805
C 0.0278 0.4113 0.4104
C 0.7205 1.1567 -0.7536
C 1.3874 0.2192 0.0861
C 2.2690 -0.9361 0.1582
N 2.7709 0.1381 0.6848
H -0.8664 -1.3747 -0.4809
H -2.0299 -0.0636 -0.1170
H -1.1103 -1.1478 1.2260
H -0.2352 1.1623 1.2366
H 0.3690 0.9211 -1.7566
H 0.8406 2.2255 -0.6196
H 2.3176 -1.9611 -0.1911
```

Computed properties:
* relative energy (zero: lowest compared OMol25 entry of this formula, charge and spin): 94.95 kcal per mole
* SMILES string: C[C@@H]1C[C@]12C=N2
* net charge: 0
* orbital gap: 0.382 Ha
* highest occupied orbital energy: -0.344 Eh